DFT (ωB97M-V/def2-TZVPD) results for C37H25N5O3W as an isolated structure in a non-equilibrium geometry.

```
71
Properties=species:S:1:pos:R:3:lowdin_charge:R:1
W -0.0306 -0.3033 -0.3005 1.65
O 1.3644 1.5911 4.5984 0.04
C 2.1694 0.5249 4.4804 -0.28
C 2.9172 0.1404 5.5955 -0.03
C 3.7694 -0.9443 5.5259 -0.11
C 3.8880 -1.6766 4.3480 -0.10
C 3.1289 -1.3073 3.2487 -0.02
C 2.2749 -0.2143 3.2944 -0.07
C 1.4686 0.1211 2.0942 -0.47
O 1.3802 -0.7129 1.1578 -0.15
N 0.8762 1.2904 2.0817 0.05
N 0.0484 1.4044 0.9604 -0.13
C -0.5178 2.5274 0.8362 -0.08
C -1.5144 2.8516 -0.1550 -0.14
C -2.0277 4.1524 -0.1987 -0.07
C -3.0477 4.5000 -1.0537 -0.13
C -3.5944 3.5105 -1.8886 -0.11
C -3.1081 2.2284 -1.8742 -0.01
C -2.0349 1.8724 -1.0231 -0.34
O -1.5762 0.6727 -1.0611 -0.19
H 0.9229 1.7122 3.7141 0.06
H 2.8007 0.7084 6.5106 0.11
H 4.3423 -1.2267 6.4022 0.09
H 4.5522 -2.5290 4.2913 0.09
H 3.1756 -1.8671 2.3235 0.12
H -0.2461 3.2805 1.5723 0.13
H -1.6008 4.8972 0.4677 0.10
H -3.4209 5.5161 -1.0796 0.08
H -4.4138 3.7590 -2.5546 0.09
H -3.5168 1.4535 -2.5089 0.12
N -5.3252 -9.4107 0.3179 0.08
C -4.7461 -8.4144 0.2445 -0.24
C -4.0254 -7.1715 0.1533 -0.28
C -2.9637 -6.8926 1.0226 -0.06
C -2.2776 -5.6997 0.9367 -0.05
C -2.5933 -4.7143 -0.0325 -0.17
C -3.6702 -5.0267 -0.9008 -0.04
C -4.3686 -6.2109 -0.8073 -0.06
C -1.8732 -3.4631 -0.1086 -0.12
C -1.6872 -2.7175 1.1079 -0.26
C -2.0796 -3.0462 2.4212 -0.10
C -1.8837 -1.9008 3.2231 -0.14
C -1.3868 -0.9170 2.4091 -0.23
N -1.2478 -1.3971 1.1085 -0.11
C -1.4198 -3.0032 -1.3859 -0.24
C -1.6409 -3.5680 -2.6562 -0.11
C -0.8540 -2.8423 -3.5876 -0.15
C -0.1751 -1.8822 -2.9029 -0.22
N -0.4911 -1.9438 -1.5402 -0.12
H -2.6735 -7.6384 1.7546 0.10
H -1.4475 -5.5101 1.6040 0.11
H -3.9705 -4.2840 -1.6270 0.10
H -5.2103 -6.4020 -1.4643 0.10
H -2.4962 -3.9869 2.7410 0.07
H -2.0980 -1.7957 4.2792 0.07
H -1.1916 0.1098 2.6672 0.07
H -2.2702 -4.4130 -2.8726 0.06
H -0.7844 -3.0173 -4.6542 0.07
H 0.5335 -1.1669 -3.2744 0.05
C 1.3201 0.2167 -1.4819 -0.17
C 2.4887 0.2237 -2.3512 -0.33
C 2.4328 0.7469 -3.6433 -0.07
C 3.5409 0.7194 -4.4821 -0.11
C 4.7442 0.1875 -4.0391 -0.13
C 4.8234 -0.3204 -2.7470 -0.11
C 3.7098 -0.3063 -1.9193 -0.05
H 1.4920 1.1658 -3.9821 0.11
H 3.4628 1.1150 -5.4882 0.09
H 5.6077 0.1626 -4.6928 0.08
H 5.7551 -0.7432 -2.3899 0.09
H 3.7537 -0.7120 -0.9161 0.11
```

Summary:
**Net charge**: -2
**Electronic energy**: -1991.60523 Ha
**Relative energy (zero: lowest compared OMol25 entry of this formula, charge and spin)**: 1.090 eV
**Max |F|**: 4.05 eV Å⁻¹